No. 1
Formula: C36H48ClN6O4S2Se2Sr
Source: OMol25
Level of theory: ωB97M-V with the def2-TZVPD basis set

Results
total energy: -8120.42817 hartree
charge: -1
lowest unoccupied orbital energy: 0.071 Eh
Kohn-Sham gap: 5.16 eV
2S+1: 1
HOMO level: -0.1182 Eh

Positions of all 100 atoms, in Å:
Sr -0.24197 0.15113 0.58762
C -2.39210 2.31595 1.83179
C -3.02816 1.05944 2.41931
N -2.01891 0.01561 2.58622
C -2.55336 -1.33150 2.60438
C -2.90331 -1.77171 1.20176
C -3.85910 -2.74691 0.95030
C -4.13299 -3.07892 -0.36888
C -3.45376 -2.43417 -1.38762
C -2.49400 -1.48197 -1.05167
C -1.67269 -0.81348 -2.12456
N -1.00935 0.40929 -1.70614
C -1.82265 1.61867 -1.83093
C -2.65775 1.87358 -0.57831
N -1.76058 2.01435 0.55617
N -2.24511 -1.17237 0.21387
H -1.61129 2.66672 2.51104
H -3.15559 3.10470 1.74190
H -3.79457 0.67898 1.73676
H -3.53203 1.30957 3.36311
H -1.44405 0.20436 3.40187
H -3.43657 -1.44488 3.25183
H -1.77674 -2.00086 2.97826
H -4.37567 -3.23200 1.76815
H -4.88496 -3.82257 -0.60169
H -3.65659 -2.65062 -2.42847
H -2.30974 -0.65905 -3.00882
H -0.90608 -1.53800 -2.41198
H -0.16573 0.53034 -2.26503
H -2.47829 1.58025 -2.71376
H -1.14780 2.46645 -1.95989
H -3.34806 1.04369 -0.40696
H -3.27391 2.77271 -0.74254
H -1.09970 2.76190 0.33614
S 3.17516 -0.37276 -1.12194
C 3.62110 -1.87163 -1.65104
N 4.85456 -2.38040 -1.41818
C 5.18116 -3.72196 -1.86611
C 3.97625 -4.60491 -1.64308
N 2.88305 -4.06040 -2.43616
C 1.96330 -4.96331 -3.11873
C 1.81910 -6.30160 -2.44129
C 1.45604 -6.37356 -1.09768
C 1.31890 -7.60598 -0.47939
C 1.53249 -8.77876 -1.19262
C 1.88583 -8.71281 -2.53093
C 2.03191 -7.47826 -3.14980
C 2.69310 -2.72859 -2.46246
S 1.56185 -2.03435 -3.45791
C 5.85215 -1.68385 -0.61595
C 6.13592 -2.43801 0.65996
C 7.35846 -3.06491 0.87175
C 7.58193 -3.80519 2.02485
C 6.57685 -3.92825 2.97147
C 5.35035 -3.31046 2.76245
C 5.12673 -2.57392 1.61062
H 6.03015 -4.08838 -1.29243
H 5.45244 -3.71454 -2.92937
H 3.70586 -4.59010 -0.58337
H 4.17411 -5.62860 -1.95317
H 2.28813 -5.09355 -4.15703
H 0.99788 -4.45689 -3.15151
H 1.31134 -5.45647 -0.53663
H 1.04787 -7.65016 0.56823
H 1.41635 -9.73997 -0.70756
H 2.05689 -9.62254 -3.09309
H 2.31767 -7.42945 -4.19468
H 5.44688 -0.69933 -0.39470
H 6.76768 -1.56661 -1.20420
H 8.14290 -2.96998 0.12838
H 8.53576 -4.29458 2.17864
H 6.75176 -4.49927 3.87471
H 4.56292 -3.40972 3.49891
H 4.16307 -2.10817 1.43481
O 0.28332 4.43016 1.66556
C 1.63966 4.77259 1.62896
C 2.67157 3.64330 1.36825
C 4.01555 4.37580 1.58235
O 5.17013 3.58114 1.34896
C 2.66837 2.47720 2.37498
Se 0.99242 1.55897 2.86718
C 2.64150 3.08176 -0.07184
Se 0.94534 3.08619 -1.09910
H 0.11585 4.06247 0.77086
H 1.87013 5.23976 2.59293
H 1.81095 5.52440 0.84167
H 4.03322 4.76681 2.61045
H 4.08959 5.22306 0.89511
H 5.06443 2.77189 1.86156
H 3.09506 2.79658 3.32997
H 3.27722 1.67051 1.96224
H 2.93875 2.03545 -0.06392
H 3.35291 3.62308 -0.69471
Cl 0.71915 -2.05330 3.79819
C 1.16342 -3.30276 2.62055
C 1.29731 -2.78499 1.15839
O 2.05701 -3.46814 0.45857
O 0.61655 -1.78549 0.81130
H 0.38770 -4.06809 2.64468
H 2.11020 -3.72767 2.93808



No. 2
Formula: C20H42NP3SeTl
Source: OMol25
Level of theory: ωB97M-V with the def2-TZVPD basis set

Results
total energy: -4438.89026 hartree
charge: +3
lowest unoccupied orbital energy (alpha / beta): -0.467 / -0.419 Eh
ΔE to the lowest compared entry with this formula, charge and spin: 217.6 kJ/mol
Kohn-Sham gap (alpha / beta): 2.55 / 3.86 eV
2S+1: 1
HOMO level (alpha / beta): -0.5605 / -0.5605 Eh

Positions of all 68 atoms, in Å:
Tl 0.05710 -0.07168 0.37587
P -1.21066 -2.28073 1.42750
P 1.91820 -0.41426 2.51724
P 1.78289 -1.69915 -0.92504
H -2.96254 4.70496 -6.73358
C -2.91982 3.75850 -7.28826
C -4.00793 2.98684 -7.43978
H -4.97930 3.27271 -7.01592
C -2.66967 -1.83065 2.41542
C -0.43369 -3.61407 2.38424
C -1.94063 -3.15570 0.00179
C 3.25629 0.85319 2.57885
C 1.29415 -0.19041 4.23523
C 2.96572 -1.91338 2.78633
C 1.01821 -1.65152 -2.58487
C 2.01488 -3.48125 -0.60995
C 3.46265 -1.05248 -1.20687
H -1.96446 3.50081 -7.76374
H -3.97757 2.05911 -8.02586
H -3.20622 -1.00144 1.93450
H -2.35794 -1.50898 3.41805
H -3.32527 -2.70290 2.49539
H -0.11073 -3.23462 3.36125
H 0.43867 -4.00726 1.84915
H -1.16613 -4.41887 2.52783
H -2.59728 -2.47322 -0.54791
H -2.52623 -4.00595 0.36657
H -1.15388 -3.50660 -0.67848
H 3.84467 0.72599 3.50117
H 2.80589 1.85382 2.56020
H 3.90792 0.74456 1.70350
H 2.09390 -0.41579 4.95719
H 0.44607 -0.86311 4.41217
H 0.96134 0.84531 4.37509
H 3.61284 -1.76132 3.66443
H 3.59623 -2.09885 1.90762
H 2.32782 -2.78922 2.96066
H 1.50299 -2.40040 -3.22662
H 1.13621 -0.64780 -3.01753
H -0.05636 -1.87267 -2.50402
H 2.66665 -3.92100 -1.38090
H 1.04952 -4.00312 -0.61915
H 2.47952 -3.62378 0.37302
H 4.02748 -1.76868 -1.82380
H 3.97358 -0.91098 -0.24528
H 3.39061 -0.07694 -1.71068
C 0.74005 2.52505 -2.16259
C -0.56365 2.06405 -2.44661
C -1.15447 2.33633 -3.67477
C -0.49445 3.12434 -4.61745
C 0.80937 3.56568 -4.36551
C 1.44956 3.23645 -3.16892
Se 1.49896 2.21429 -0.49187
H -1.51604 -0.27691 -0.56482
H -1.08671 1.48639 -1.68433
H -2.13898 1.93239 -3.88077
H -0.99951 3.38247 -5.54964
H 1.33740 4.16205 -5.10068
H 2.48013 3.52595 -2.96599
C -1.89495 1.85826 5.55987
C -2.59424 1.99849 4.19221
C -1.71251 1.68711 3.09142
N -0.98743 1.42518 2.22265
H -1.59557 0.81864 5.72466
H -2.58255 2.15472 6.36736
H -1.00817 2.49908 5.60122
H -3.46355 1.33034 4.12398
H -2.98841 3.01262 4.04856



No. 3
Formula: C22H22F6N5O3SYb
Source: OMol25
Level of theory: ωB97M-V with the def2-TZVPD basis set

Results
total energy: -3507.16097 hartree
lowest unoccupied orbital energy (alpha / beta): -0.005 / -0.005 Eh
ΔE to the lowest compared entry with this formula, charge and spin: 28.2 kJ/mol
Kohn-Sham gap (alpha / beta): 8.38 / 8.38 eV
2S+1: 2
HOMO level (alpha / beta): -0.3130 / -0.3131 Eh

Positions of all 60 atoms, in Å:
Yb -0.50853 0.92635 -0.11774
N -2.87426 0.20097 -0.36794
N -3.67671 1.36064 -0.24919
C -3.06158 2.57437 -0.61857
O -3.73440 3.54659 -0.85534
O -1.74906 2.49947 -0.63328
H -2.88982 -0.19287 -1.30568
H -3.20923 -0.48829 0.29282
H -4.62427 1.28653 -0.58971
F 1.62321 1.41685 -6.77772
C 1.09113 1.00831 -5.62285
C 1.12578 1.82602 -4.50554
F 1.69318 3.02984 -4.57116
C 0.56723 1.37187 -3.32965
F 0.59425 2.16379 -2.22452
C -0.03728 0.12525 -3.18843
O -0.55104 -0.24708 -2.03349
C -0.04985 -0.67445 -4.33109
F -0.60521 -1.89229 -4.28816
C 0.50033 -0.23977 -5.52617
F 0.46301 -1.03379 -6.59601
F -1.05049 1.88425 6.33955
C -0.88739 1.66216 5.01259
C -1.99815 1.41535 4.23609
C -1.79430 1.18468 2.87571
C -0.53637 1.22477 2.25699
C 0.53816 1.48752 3.11943
C 0.38724 1.70069 4.48762
H -2.98008 1.40756 4.69062
H -2.69173 1.00980 2.28310
H 1.55356 1.52874 2.73062
H 1.22661 1.90173 5.14116
S 4.15354 2.56091 -0.62355
C 3.03087 3.65658 0.04759
C 1.88903 2.99696 0.35253
N 1.89549 1.64796 0.07184
C 3.05242 1.29482 -0.42734
H 3.24343 4.70400 0.17347
H 1.00402 3.44410 0.78642
H 3.27836 0.28960 -0.74923
C -1.10166 -2.42877 0.13615
C -0.71404 -3.91010 0.37205
N 0.62132 -4.00698 0.95588
C 1.58447 -3.42411 0.02712
C 1.21224 -1.95504 -0.29160
N 0.02521 -1.53957 0.49357
C 0.34154 -1.74321 1.92985
C 0.65315 -3.23432 2.19862
H -1.94798 -2.14878 0.76819
H -1.36069 -2.23075 -0.90437
H -0.72062 -4.46708 -0.56625
H -1.42262 -4.39398 1.04598
H 1.60123 -4.02211 -0.88547
H 2.57517 -3.48863 0.48030
H 0.98030 -1.80149 -1.34353
H 2.02709 -1.27995 -0.01984
H -0.50105 -1.38391 2.51788
H 1.17907 -1.09125 2.17892
H -0.07241 -3.66534 2.89043
H 1.63918 -3.35515 2.65035



No. 4
Formula: C41H34N4O5S
Source: OMol25
Level of theory: ωB97M-V with the def2-TZVPD basis set

Results
total energy: -2576.22644 hartree
lowest unoccupied orbital energy: -0.038 Eh
Kohn-Sham gap: 7.73 eV
2S+1: 1
HOMO level: -0.3223 Eh

Positions of all 85 atoms, in Å:
C 6.67840 -7.12550 -1.68468
C 6.87282 -5.60852 -1.50448
C 6.13422 -4.74435 -2.57386
C 4.64215 -5.14780 -2.77097
N 3.96550 -5.30263 -1.48530
C 2.59070 -4.89902 -1.48702
C 2.08879 -3.66204 -2.07169
C 0.79764 -3.25597 -2.06195
C -0.14525 -4.11172 -1.39475
N -1.44726 -3.89176 -1.24513
S -2.01603 -5.14911 -0.37635
N -0.65974 -6.03290 -0.19078
C 0.31524 -5.35367 -0.79175
C 1.71002 -5.73448 -0.85526
C 2.11152 -7.03716 -0.17510
C 2.46397 -8.18758 -1.15787
C 1.80731 -9.50232 -0.66938
N 1.45044 -10.50257 -1.68010
O 1.60864 -9.75204 0.49191
H 7.05231 -7.64145 -0.78185
H 7.27223 -7.52402 -2.52478
H 5.61609 -7.38723 -1.78497
H 7.93728 -5.32594 -1.55089
H 6.51653 -5.27234 -0.51281
H 6.23437 -3.67172 -2.32423
H 6.67998 -4.87525 -3.52707
H 4.20660 -4.38026 -3.43255
H 4.66531 -6.08305 -3.36337
H 4.45988 -4.84178 -0.72851
H 2.82568 -3.01006 -2.55571
H 0.52437 -2.30683 -2.52610
H 1.31320 -7.29835 0.53407
H 3.00802 -6.84376 0.43758
H 3.55966 -8.33133 -1.18605
H 2.17137 -7.98290 -2.20101
H 0.62956 -10.11775 -2.15364
H 2.18144 -10.48915 -2.39449
C 0.30130 4.68267 -5.78574
C -0.33053 5.78218 -5.21306
C -0.77241 5.72444 -3.90147
C -0.59525 4.56287 -3.15923
C 0.01772 3.45145 -3.74183
C 0.47452 3.52012 -5.05266
C 0.17257 2.18333 -2.97882
O 0.70954 1.21756 -3.48439
C -0.35092 2.12132 -1.58942
C -0.26662 0.92952 -0.88072
C -0.73911 0.86060 0.42036
C -1.29031 1.98777 1.02237
C -1.38079 3.17595 0.31811
C -0.92186 3.24664 -0.99108
C -1.05835 4.51992 -1.74604
O -1.54276 5.50514 -1.22349
H 0.65400 4.73273 -6.80820
H -0.47593 6.68571 -5.79166
H -1.25892 6.58219 -3.45609
H 0.96131 2.66427 -5.50137
H 0.16435 0.05256 -1.34525
H -0.67706 -0.07127 0.96822
H -1.65369 1.93799 2.04126
H -1.81314 4.04685 0.78781
C -3.63430 7.52647 1.31732
C -4.26742 8.62539 1.89001
C -4.71035 8.56681 3.20199
C -4.53271 7.40481 3.94380
C -3.91858 6.29413 3.36043
C -3.46180 6.36534 2.05026
C -3.76291 5.02575 4.12166
O -3.22527 4.05881 3.61725
C -4.28707 4.96118 5.51196
C -4.20213 3.76791 6.21996
C -4.67488 3.69880 7.52012
C -5.22707 4.82480 8.12302
C -5.31913 6.01500 7.42027
C -4.85889 6.08546 6.11081
C -4.99599 7.36037 5.35592
O -5.48105 8.34198 5.88074
H -3.27991 7.57457 0.29518
H -4.41296 9.52906 1.31171
H -5.19774 9.42397 3.64772
H -2.97508 5.51316 1.59994
H -3.77026 2.89170 5.75457
H -4.61228 2.76694 8.06787
H -5.58970 4.77091 9.14180
H -5.75309 6.88839 7.88901



No. 5
Formula: C35H41BN2O2S
Source: OMol25
Level of theory: ωB97M-V with the def2-TZVPD basis set

Results
total energy: -2041.24224 hartree
lowest unoccupied orbital energy: -0.130 Eh
ΔE to the lowest compared entry with this formula, charge and spin: 37.5 kJ/mol
Kohn-Sham gap: 1.84 eV
2S+1: 1
HOMO level: -0.1982 Eh

Positions of all 82 atoms, in Å:
C 4.34745 -5.35994 3.46601
C 3.56974 -4.33320 2.73222
C 4.00256 -3.55359 1.67012
C 3.04691 -2.54837 1.26068
C 1.88016 -2.58396 1.98142
B 0.68854 -1.44849 2.36097
C 1.22970 -0.16460 3.28950
C 0.67072 0.12483 4.53543
C 1.03164 1.28395 5.23665
C 2.01299 2.17940 4.71470
N 2.36521 3.32265 5.36816
C 3.56457 4.06849 5.06158
C 1.57694 3.92847 6.41709
C 2.61580 1.81916 3.47382
C 2.22275 0.66267 2.78608
O 0.23974 -1.03946 1.05457
C -0.87052 -1.90229 0.86151
C -1.74172 -1.22637 -0.18293
C -0.43598 -3.29234 0.40182
C -1.50824 -1.99778 2.34820
C -2.22656 -0.69809 2.73254
C -2.39659 -3.21086 2.59520
O -0.34794 -2.10436 3.14426
S 1.96098 -3.88037 3.16804
H 5.29361 -5.55255 2.96152
H 4.57641 -5.06473 4.49557
H 3.78823 -6.29638 3.51274
H 4.99865 -3.67203 1.24497
H 3.28097 -1.80924 0.49827
H -0.04944 -0.54031 5.01159
H 0.56971 1.50602 6.20222
H 4.23303 3.49284 4.42118
H 3.32211 5.02141 4.56046
H 4.10860 4.29946 5.99174
H 0.57464 3.50095 6.46878
H 2.06481 3.81280 7.40047
H 1.47247 5.00849 6.22272
H 3.36282 2.48035 3.03110
H 2.70887 0.40724 1.84815
H -2.69301 -1.75791 -0.32448
H -1.91721 -0.18436 0.11306
H -1.19651 -1.22254 -1.13540
H -1.31504 -3.89871 0.14302
H 0.21343 -3.22323 -0.48165
H 0.12045 -3.82134 1.19265
H -3.18751 -0.59976 2.21394
H -2.42887 -0.69922 3.81253
H -1.60936 0.17730 2.47376
H -3.27924 -3.18346 1.93766
H -1.84724 -4.14918 2.44718
H -2.75620 -3.20441 3.63199
C 1.71029 3.53321 -6.64939
N 0.64210 2.76256 -6.04033
C 0.25167 1.53770 -6.47147
C -0.77825 1.02613 -5.62609
C -1.37510 -0.22825 -5.76989
C -2.58486 -0.71560 -5.15001
C -2.76455 -0.67838 -3.74438
C -3.86557 -1.27771 -3.12869
C -4.87026 -1.87419 -3.90171
C -4.77892 -1.82485 -5.30180
C -3.66530 -1.25304 -5.91296
C -1.10676 2.14190 -4.71678
C -2.11921 2.39571 -3.80183
C -2.07578 3.57063 -3.01660
C -1.04052 4.50562 -3.18301
C -0.06440 4.31686 -4.18632
C -0.13579 3.15327 -4.94140
H 1.92017 4.42598 -6.04956
H 2.60841 2.90139 -6.70305
H 1.45839 3.85043 -7.67559
H 0.66287 1.07922 -7.36897
H -1.04044 -0.79586 -6.65082
H -1.98942 -0.20975 -3.15047
H -3.93575 -1.28073 -2.04179
H -5.73271 -2.32749 -3.41672
H -5.59016 -2.24890 -5.89843
H -3.61165 -1.21024 -6.99901
H -2.96180 1.71003 -3.73500
H -2.85958 3.75994 -2.28076
H -0.97409 5.36802 -2.52028
H 0.75895 5.01333 -4.34027